(1)
{"formula": "C14H31O2PSn", "method": "the ωB97M-V functional and the def2-TZVPD basis", "species": ["C", "C", "C", "C", "P", "C", "C", "C", "C", "C", "C", "C", "C", "O", "C", "C", "O", "H", "H", "H", "H", "H", "H", "H", "H", "H", "H", "H", "H", "H", "H", "H", "H", "H", "H", "H", "H", "H", "H", "H", "H", "H", "H", "H", "H", "H", "H", "H", "Sn"], "xyz": [[-0.2285, -4.1006, 5.4181], [-0.9401, -3.1717, 4.3827], [-1.4985, -4.0558, 3.2631], [-2.0511, -3.3258, 2.0083], [-1.4715, -1.5293, 1.7862], [-0.8037, 0.2771, 1.5660], [-1.8783, 1.1943, 0.9705], [-1.8666, 1.1734, -0.5786], [-1.2967, 2.4761, -1.1869], [0.0908, 2.2017, -1.8224], [1.1588, 3.2650, -1.4720], [2.0822, 3.6009, -2.6621], [3.1775, 2.5916, -2.8895], [2.6976, 1.1628, -2.7790], [2.6726, 0.5222, -3.8884], [1.6479, 0.7007, -4.9318], [3.5583, -0.3443, -4.0779], [-0.3678, -5.1520, 5.1931], [0.8380, -3.8866, 5.3950], [-0.5327, -3.8647, 6.4309], [-1.7620, -2.7107, 4.9228], [-0.1825, -2.4649, 4.0529], [-0.8026, -4.8252, 2.9393], [-2.3429, -4.5880, 3.6977], [-3.1395, -3.3478, 1.9420], [-1.6917, -3.8662, 1.1292], [-2.1099, -1.1251, 2.9865], [-2.2198, -1.4036, 0.5816], [-0.1112, -2.0083, 1.7390], [-0.5640, 0.6527, 2.5611], [0.1113, 0.2792, 0.9703], [-2.8746, 0.9269, 1.3240], [-1.6711, 2.1932, 1.3489], [-1.3320, 0.2967, -0.9397], [-2.8991, 1.0322, -0.8893], [-1.2427, 3.2756, -0.4561], [-1.9655, 2.7828, -1.9856], [0.4793, 1.2393, -1.4968], [-0.0307, 2.1969, -2.9058], [0.6767, 4.1913, -1.1754], [1.7734, 2.9545, -0.6256], [2.5821, 4.5401, -2.4266], [1.4578, 3.7799, -3.5362], [3.6506, 2.7744, -3.8526], [3.9497, 2.7069, -2.1384], [1.2495, -0.2785, -5.1867], [0.8247, 1.3013, -4.5667], [2.0768, 1.1680, -5.8190], [3.1216, -1.4086, -2.3199]], "forces_ev_per_angstrom": [[0.3437, 0.8713, -0.2626], [0.3612, -1.7080, 0.7657], [-0.7495, 0.7517, -0.3988], [0.3300, -0.6056, -0.0001], [0.1166, -0.2351, 0.0270], [-0.5102, 0.5579, 0.2795], [0.6839, -0.4895, -0.3619], [-0.8044, 0.7160, 0.7677], [0.3394, -1.3600, -0.6053], [0.2259, 1.0466, 0.4956], [0.1218, -0.0379, -0.5779], [-0.6318, -0.2921, 0.7563], [-0.0316, 1.9855, 0.1351], [0.2764, 0.2352, 1.0711], [-0.3202, 0.5860, -2.8573], [-0.5952, 0.5527, 0.3429], [0.1455, -1.0795, 0.4373], [-0.1513, -0.1199, 0.1443], [0.1660, -0.2356, -0.0361], [-0.2229, -0.2243, 0.1506], [-0.0182, 0.5781, -0.3084], [-0.2761, 0.3803, -0.1492], [0.3500, 0.1266, 0.1052], [0.0062, -0.2182, 0.0672], [-0.0837, 0.2557, 0.1734], [-0.0225, 0.1805, -0.2255], [-0.0643, 0.0834, -0.1428], [0.0494, -0.0316, 0.0506], [-0.0034, 0.0695, -0.0692], [0.2319, -0.3081, 0.1843], [0.0588, -0.1609, -0.1384], [0.0003, -0.0703, 0.2309], [-0.2097, 0.1975, -0.1031], [0.1334, -0.0474, -0.0751], [-0.0601, 0.0799, -0.2580], [-0.0227, 0.0287, 0.1299], [-0.0563, 0.3297, 0.0172], [-0.1741, -0.2730, -0.0945], [0.0055, -0.2036, -0.0577], [-0.1165, 0.0887, 0.0326], [-0.0667, -0.0369, 0.1645], [0.2607, 0.0654, -0.1996], [0.1546, -0.0792, -0.2195], [0.0019, -0.6368, -0.2308], [-0.0021, -0.4933, 0.2615], [0.1660, -0.1341, -0.3053], [-0.0193, 0.2335, -0.0103], [0.1127, -0.1352, -0.1244], [0.5715, -0.7840, 1.0211]], "energy_ha": -1257.33226, "homo_ha": -0.4642, "largest_force_ev_per_a": 2.93, "gap_ev": 2.397, "charge": 2}

***

(2)
{"formula": "C14H32AlBCl4N3O6", "method": "the ωB97M-V functional and the def2-TZVPD basis", "species": ["C", "C", "C", "C", "C", "O", "Al", "C", "C", "C", "Cl", "C", "C", "N", "N", "N", "O", "C", "C", "C", "O", "O", "B", "O", "O", "H", "H", "H", "H", "H", "H", "H", "H", "H", "H", "H", "H", "H", "H", "H", "H", "H", "H", "H", "H", "H", "H", "H", "H", "H", "H", "H", "H", "H", "H", "H", "C", "Cl", "Cl", "Cl", "H"], "xyz": [[4.8542, -2.4092, 1.7188], [4.2236, -1.7352, 0.5103], [2.7654, -2.1194, 0.2736], [1.9939, -1.0639, -0.5309], [1.2675, -0.1127, 0.4270], [0.0872, -0.7441, 0.8861], [-1.1816, -0.4103, -0.3514], [-2.9841, 0.2415, 0.2616], [-3.1492, 1.7835, 0.3045], [-3.4379, 2.3035, 1.7028], [-4.5531, 3.7286, 1.7155], [-1.5691, -2.1218, -1.4163], [-1.7771, -3.3338, -0.5268], [-2.2704, -2.9161, 0.7939], [-2.7210, -4.2911, -1.2006], [-0.5139, -4.0161, -0.3036], [-0.1292, 0.7951, -1.1958], [0.8183, 1.1951, -0.2520], [1.8920, 1.9812, -1.0046], [3.2675, 2.0796, -0.3376], [3.6588, 3.4357, -0.0356], [0.0848, 2.0544, 0.6735], [0.7041, 2.7600, 1.6430], [1.8216, 2.3194, 2.3131], [0.1988, 4.0398, 1.9658], [4.9750, -3.4834, 1.5785], [4.2574, -2.2481, 2.6152], [5.8464, -1.9975, 1.9127], [4.7871, -1.9810, -0.3928], [4.3129, -0.6532, 0.6327], [2.7305, -3.0582, -0.2842], [2.2344, -2.3080, 1.2063], [2.6862, -0.5312, -1.1879], [1.2529, -1.5625, -1.1473], [1.8820, 0.0283, 1.3208], [-3.7229, -0.1645, -0.4372], [-3.2288, -0.1832, 1.2380], [-3.9722, 2.0643, -0.3470], [-2.2637, 2.2848, -0.0793], [-2.5214, 2.6344, 2.1823], [-3.9198, 1.5546, 2.3210], [-0.8093, -2.3546, -2.1641], [-2.4942, -1.9312, -1.9749], [-2.1447, -3.6411, 1.4890], [-3.2507, -2.6790, 0.7420], [-2.9422, -5.0124, -0.5163], [-3.5950, -3.7946, -1.3484], [-0.2840, -4.5293, -1.1430], [-0.5782, -4.6595, 0.4751], [1.5154, 2.9696, -1.2617], [1.9938, 1.4399, -1.9415], [3.2773, 1.5248, 0.5965], [4.0536, 1.7033, -0.9851], [3.1471, 3.7071, 0.7255], [1.9653, 2.8300, 3.1058], [-0.3870, 3.9845, 2.7198], [-3.6087, 3.3060, -3.6436], [-2.0566, 3.5071, -2.8456], [-4.4427, 1.8772, -3.0376], [-4.6177, 4.7498, -3.4582], [-3.4286, 3.1631, -4.6998]], "forces_ev_per_angstrom": [[0.2837, 0.0374, -0.0375], [-0.1321, 0.0057, 0.1265], [-0.0731, -0.0645, -0.4939], [0.3427, -0.0092, 0.3618], [-0.6664, -0.4493, 0.7564], [0.0104, 0.3732, -0.2394], [-0.1200, -1.2217, 0.3291], [0.4102, 0.5002, -0.1459], [-0.3027, -0.2680, -0.0591], [0.1755, -0.0619, -0.1392], [0.0497, 0.1283, 0.0263], [-0.0302, 0.7016, -0.0751], [-0.1818, -0.1968, -0.0528], [0.2333, 0.0768, -0.0773], [0.1043, 0.0989, 0.3077], [0.0711, 0.2492, 0.0655], [-0.1116, 0.2962, 0.4323], [-0.6368, -0.6753, -1.3604], [0.3130, -0.3806, 0.0662], [-0.0479, 0.6978, 0.3241], [0.1189, -0.2198, -0.3404], [1.0659, 0.5021, 0.1438], [-0.6908, 0.3013, -0.2005], [0.1212, -0.4191, -0.1298], [0.0530, -0.5001, 0.1775], [-0.1060, -0.1023, -0.0143], [-0.1103, 0.0005, 0.0417], [0.0785, -0.0286, 0.0264], [0.1371, 0.0618, -0.0306], [-0.1026, 0.0813, 0.0441], [0.0573, -0.1529, 0.1075], [-0.0415, 0.0642, 0.1192], [0.0759, -0.0179, -0.1009], [-0.1543, 0.1231, -0.1186], [0.2953, 0.4266, -0.1054], [-0.0917, -0.0819, -0.0084], [0.0727, -0.1343, 0.0843], [-0.1253, 0.1596, 0.0448], [0.0416, 0.1104, -0.0004], [0.0039, 0.0179, 0.1519], [-0.0861, -0.0319, 0.0428], [0.0271, -0.0967, -0.0927], [-0.0606, -0.0568, -0.1021], [-0.0911, -0.0823, 0.0349], [-0.0849, 0.0695, 0.0232], [-0.0002, -0.1085, -0.0449], [-0.0172, 0.0150, -0.1784], [0.0346, -0.0993, -0.0104], [0.0082, -0.1449, -0.0329], [-0.0450, 0.1231, 0.0843], [-0.0224, 0.0345, -0.1293], [0.1083, -0.2595, -0.0682], [0.0429, -0.0784, -0.0893], [-0.1545, 0.0911, 0.2658], [0.2064, 0.3681, 0.1856], [-0.2617, 0.2917, 0.1824], [0.1687, -0.0119, 0.1079], [-0.0279, -0.0249, -0.0220], [-0.0762, -0.0529, -0.1128], [-0.0267, 0.0126, -0.0215], [-0.0314, 0.0127, -0.0296]], "energy_ha": -3276.71277, "homo_ha": -0.1759, "largest_force_ev_per_a": 1.65, "gap_ev": 7.184, "charge": -1}

***

Q: The lowest charge belongs to which entry?
A: C14H32AlBCl4N3O6

***

Q: Which of these has the highest charge?
A: C14H31O2PSn

***

Q: Among the records above, which one has the highest charge?
A: C14H31O2PSn

***

Q: Among the records above, which one has the highest charge?
A: C14H31O2PSn